Computed, not measured: a structure of composition C12H33MnO13S4, with wB97M-V/def2-TZVPD.

Geometry as XYZ:
```
63
Properties=species:S:1:pos:R:3:forces:R:3
Mn 3.552880 -0.301046 -2.051994 -1.3045 0.6740 -0.2500
O 1.905905 -0.453913 -1.233989 0.3463 -0.5637 0.2578
H 1.409130 -1.075582 -0.685681 0.3993 0.1854 -0.1592
O 2.240637 3.072627 2.543886 0.5316 0.6502 -0.3782
S 1.501172 1.997697 3.112490 -0.6773 -0.1402 0.0197
O 1.995977 1.264349 4.217413 0.2991 -0.1362 0.3642
O 0.078891 2.514007 3.542035 0.0673 -0.1593 0.0191
C -0.673286 3.337264 2.624509 -0.2048 0.3345 -0.4990
C -1.656065 4.152897 3.422736 -0.3365 0.2858 0.1913
C 1.132195 0.871286 1.821719 -0.6566 -0.3186 -0.0281
H -1.190488 2.697498 1.904749 -0.0219 -0.1340 0.1656
H -0.001863 3.971540 2.040967 0.1820 0.0217 0.3017
H -2.501576 3.549463 3.751424 0.0877 -0.0449 0.0778
H -2.058218 4.979619 2.834062 0.0391 -0.1583 -0.2093
H -1.196838 4.616793 4.295124 0.1591 -0.1666 -0.0003
H 2.067509 0.593901 1.345194 0.0070 -0.1239 0.0250
H 0.440903 1.307928 1.099744 0.2048 0.2473 -0.0462
H 0.613426 0.031293 2.286185 0.2607 -0.1728 -0.0402
O -1.683839 1.401004 -0.424317 0.3818 0.6450 -0.2910
S -2.212912 0.175728 0.071808 0.1649 -0.4080 -0.4421
O -2.579248 0.048027 1.428969 -0.2175 -0.0224 1.0641
O -3.437292 -0.156471 -0.840242 -0.0262 -0.1176 -0.2303
C -4.335309 -1.205085 -0.385744 -0.3764 -0.2733 0.2832
C -5.336153 -1.452483 -1.482550 0.1907 0.2620 -0.4302
C -1.059700 -1.085524 -0.338120 0.5465 -0.1783 -0.1175
H -4.828904 -0.880897 0.528585 0.1326 0.1947 -0.0177
H -3.769378 -2.108091 -0.143925 0.1064 0.0852 -0.0444
H -6.249573 -1.864910 -1.063538 -0.0317 -0.1135 -0.0862
H -4.938608 -2.106484 -2.258462 -0.0620 -0.1341 0.0974
H -5.561852 -0.506933 -1.978558 -0.2037 0.0031 0.1695
H -0.632287 -0.833971 -1.306579 -0.2570 -0.1791 -0.1588
H -1.478696 -2.086907 -0.307697 -0.1998 0.0638 -0.0521
H -0.253653 -1.066178 0.395485 -0.2535 0.1178 0.2591
O 0.203621 -2.504146 2.396029 -0.2354 0.5226 0.1872
S 0.796316 -3.717723 1.965982 0.2224 -0.0598 -0.6828
O 0.782683 -4.898245 2.745549 0.0465 -0.4030 0.5143
O 0.088930 -4.027675 0.573446 0.1139 0.1997 -0.1289
C 0.471441 -5.222513 -0.149706 0.0120 -0.1051 -0.3728
C 1.106443 -4.837210 -1.472708 0.0312 -0.0057 0.2202
C 2.469537 -3.406866 1.454800 -0.5002 -0.5452 -0.4110
H -0.443264 -5.777640 -0.345213 -0.0462 -0.0209 0.2178
H 1.129193 -5.834367 0.465053 -0.0692 -0.0571 0.0514
H 0.439770 -4.165517 -2.012889 0.0520 0.0008 -0.0869
H 1.269304 -5.732863 -2.071483 -0.0377 0.0056 -0.0338
H 2.076427 -4.355292 -1.331307 -0.0427 0.0520 -0.0090
H 2.449096 -2.689930 0.636200 0.0815 0.3309 0.3103
H 2.808335 -4.352278 1.031405 0.3191 0.0009 0.2744
H 3.037552 -3.109503 2.329675 0.1193 0.0875 -0.0776
O 1.921549 2.549840 -5.120748 0.1657 -0.0236 -0.7472
S 1.786156 2.095180 -3.800739 -0.5234 0.2857 0.5445
O 2.748763 1.100571 -3.315505 1.0406 -0.6846 -0.0664
O 1.910300 3.314465 -2.865983 0.2534 0.1517 0.3444
C 2.077504 3.078337 -1.433249 -0.3153 -0.0110 0.7170
C 1.860375 4.377252 -0.717179 0.2275 0.3325 0.0291
C 0.179566 1.490935 -3.473680 0.2269 -0.3974 -0.5273
H 3.075045 2.681227 -1.237265 0.0746 0.0800 -0.2531
H 1.342081 2.347730 -1.085993 0.0428 -0.0829 -0.2125
H 0.832606 4.716277 -0.828709 -0.0161 0.0250 -0.0227
H 2.537965 5.142942 -1.096377 -0.0713 0.0126 -0.0264
H 2.079239 4.242165 0.343585 -0.0676 -0.0913 -0.0060
H 0.124985 1.177319 -2.435695 -0.2412 0.1646 0.0820
H 0.035910 0.636633 -4.136501 -0.0092 -0.0308 0.0603
H -0.500318 2.282432 -3.776459 -0.1319 0.0403 0.2967
```
Positions in Å, forces in eV/Å.

F_max in eV/Å: 1.489
⟨S²⟩: 8.76
2S+1: 6
Total charge: +1
Energy above the lowest of the compared OMol25 structures with the same formula, charge and spin in kcal per mole: 32.3
LUMO level (spin up / spin down) in eV: -5.843 / -5.973
DFT total energy in a.u.: -4198.58236
Kohn-Sham gap (spin up / spin down) in eV: 7.4 / 7.3